# C4H6O2S2

A structure of composition C4H6O2S2 (wB97M-V/def2-TZVPD, OMol25).

The geometry in XYZ format:
```
14
Properties=species:S:1:pos:R:3
O -2.54606 -1.05267 -0.84247
C 0.94075 0.25523 0.83386
H 1.70547 0.86806 0.51193
H -0.11325 -2.94452 -0.03560
C 1.06228 -1.22171 0.66650
C -0.11363 1.73913 -1.44240
H 0.95701 0.63311 1.93816
H -0.95144 2.08449 -2.08006
C 0.06736 -1.96312 0.25025
H 0.36151 1.04982 -1.97700
S -1.86529 -0.69914 0.38405
S -0.52947 1.04066 0.01656
H 2.11302 -1.78732 0.82451
O -1.08827 1.99800 0.95171
```

* Kohn-Sham gap (alpha / beta): 0.304 / 0.304 hartree
* energy relative to the best compared isomer or geometry (same formula, charge and spin): 172.1 kcal/mol
* maximum force: 0.0926 Eh/bohr
* LUMO (alpha / beta): -0.366 / -0.366 eV
* HOMO level (alpha / beta): -8.634 / -8.635 eV